1.
A molecular structure, C30H34ClO7Tl. Source: OMol25; level of theory: ωB97M-V/def2-TZVPD.

Each line ends with the Mulliken charge.
Positions of all 73 atoms, in Å:
C: 0.286 -0.800 -4.563  3.1919
C: 0.124 -1.361 -3.123  -1.0318
C: -0.035 0.704 -4.705  -0.7787
C: -0.817 1.375 -3.633  -0.4289
H: -0.658 0.808 -5.608  0.3759
H: 0.902 1.256 -4.878  0.3078
C: -1.080 -0.866 -2.506  -0.2723
H: 1.061 -1.145 -2.584  0.3550
H: 0.084 -2.459 -3.202  0.4491
C: -1.649 -1.359 -1.224  -1.4267
H: -1.900 -0.799 -3.219  0.6557
H: -1.890 1.066 -3.497  0.0281
C: -0.355 2.501 -3.034  0.9723
C: 1.684 -1.094 -5.103  -0.4203
C: -0.510 -1.570 -5.612  -0.1195
O: -1.191 -1.037 -6.479  -0.6618
O: 2.660 -1.343 -4.417  -0.6352
O: 1.770 -1.035 -6.453  -0.2757
O: -0.400 -2.906 -5.525  -0.2643
C: -0.970 -3.571 -6.666  -0.7776
H: -0.783 -4.633 -6.496  0.2578
H: -0.480 -3.235 -7.593  0.2939
H: -2.048 -3.364 -6.731  0.2976
C: 3.065 -1.417 -6.937  -0.7822
H: 3.849 -0.762 -6.529  0.2960
H: 3.025 -1.323 -8.024  0.2479
H: 3.301 -2.458 -6.664  0.3240
O: -0.843 -1.502 -0.073  -0.6028
H: -2.117 -2.343 -1.450  0.2181
H: -2.462 -0.672 -0.979  0.3919
C: -1.304 3.537 -2.480  -1.4007
C: 1.128 2.593 -2.638  -1.4349
H: 1.728 3.150 -3.373  0.2786
H: 1.635 1.613 -2.559  0.2254
H: 1.220 3.127 -1.676  0.4315
H: -0.919 3.962 -1.543  0.3644
H: -2.325 3.153 -2.339  0.3580
H: -1.428 4.380 -3.173  0.2905
Tl: -0.471 0.112 1.174  0.4473
C: -2.418 -0.890 3.967  -0.5082
C: -3.120 -0.971 2.730  -0.9443
C: -2.574 -2.072 1.982  -0.3891
H: -3.913 -0.309 2.391  0.3513
C: -1.560 -2.682 2.794  -0.6567
C: -1.467 -1.949 4.006  -0.2963
H: -0.838 -2.216 4.851  0.4327
H: -2.651 -0.212 4.784  0.4085
H: -2.921 -2.406 1.013  0.5915
H: -0.958 -3.548 2.525  0.3596
C: 2.359 -0.006 3.051  -0.4039
C: 2.075 -1.054 3.973  -0.1300
C: 1.752 -2.226 3.231  -0.5434
H: 2.124 -0.993 5.054  0.4124
C: 1.852 -1.925 1.846  -0.2492
C: 2.276 -0.549 1.729  -0.8392
H: 2.482 -0.008 0.805  0.5357
H: 2.590 1.024 3.301  0.3011
H: 1.477 -3.187 3.661  0.4204
H: 1.612 -2.601 1.027  0.3787
Cl: 0.181 4.904 9.835  -0.2728
C: 0.125 3.888 8.461  0.4403
C: 0.010 2.495 8.627  -0.6323
C: -0.036 1.669 7.502  -0.1783
C: 0.031 2.206 6.203  -0.1983
C: 0.148 3.594 6.049  -0.2274
C: 0.196 4.437 7.167  -0.5653
C: -0.013 1.262 4.996  0.4661
O: -0.055 0.050 5.338  -0.6474
O: 0.020 1.795 3.857  -0.7152
H: -0.040 2.070 9.623  0.3659
H: -0.123 0.592 7.637  0.3895
H: 0.202 4.018 5.048  0.4305
H: 0.288 5.514 7.051  0.3678

energy relative to the best compared isomer or geometry (same formula, charge and spin): 164.09 kJ/mol
LUMO level (spin up / spin down): 3.47 / 3.47 eV
gap between HOMO and LUMO (spin up / spin down): 3.35 / 3.34 eV
maximum force: 4.15 eV Å⁻¹
net charge: -2
highest occupied orbital energy (spin up / spin down): 0.1 / 0.1 eV
total energy: -63203.6196 eV

2.
A molecular structure, C30H34FN7O5PPd. Source: OMol25; level of theory: ωB97M-V/def2-TZVPD.

Each line ends with the Mulliken charge.
Positions of all 79 atoms, in Å:
Pd: -2.620 -0.200 0.686  -0.1024
C: 2.736 -5.063 -1.886  -0.9844
C: 1.749 -4.302 -2.757  -0.9478
N: 1.128 -3.169 -2.032  0.1291
C: -0.058 -3.359 -1.461  -0.3158
C: -0.706 -2.425 -0.686  -0.7166
C: -2.021 -2.832 -0.125  0.2801
O: -2.610 -3.805 -0.503  -0.5649
O: -2.479 -2.087 0.897  -0.5141
C: -0.107 -1.179 -0.462  2.2780
O: -0.601 -0.247 0.280  -0.9560
C: 1.165 -0.950 -1.105  0.8660
C: 1.837 0.275 -0.968  -0.8045
C: 3.054 0.470 -1.533  0.3822
F: 3.662 1.654 -1.328  -0.3418
C: 3.712 -0.522 -2.309  -0.5510
C: 3.027 -1.719 -2.463  -0.6112
C: 1.779 -1.949 -1.869  -0.1576
N: 4.954 -0.295 -2.894  0.2193
C: 5.613 1.020 -2.861  -0.5489
C: 6.902 0.994 -3.666  -1.0518
N: 6.668 0.295 -4.977  -0.0745
C: 6.261 -1.158 -4.774  -0.7092
C: 5.824 -1.377 -3.332  -0.5947
H: 3.223 -5.839 -2.476  0.3806
H: 2.224 -5.547 -1.055  0.3491
H: 3.505 -4.405 -1.477  0.3313
H: 0.936 -4.948 -3.074  0.4530
H: 2.213 -3.920 -3.662  0.4260
H: -0.536 -4.317 -1.625  0.5432
H: 1.389 1.075 -0.395  0.6033
H: 3.453 -2.499 -3.069  0.2736
H: 5.873 1.337 -1.851  0.4252
H: 4.943 1.773 -3.275  0.4870
H: 7.711 0.470 -3.164  0.4004
H: 7.234 2.011 -3.865  0.4425
H: 7.504 0.345 -5.558  0.3670
H: 5.932 0.789 -5.482  0.3886
H: 7.111 -1.791 -5.020  0.4062
H: 5.455 -1.368 -5.472  0.3809
H: 6.691 -1.455 -2.672  0.3000
H: 5.329 -2.338 -3.288  0.2559
O: -3.162 1.330 -2.124  -0.4680
C: -3.396 2.027 -1.195  -0.0903
N: -3.118 1.617 0.181  0.0803
C: -3.572 2.510 0.995  0.2870
O: -3.562 2.293 2.294  -0.4271
C: -4.117 3.676 0.299  0.5600
C: -4.635 4.865 0.760  -0.2414
C: -5.078 5.775 -0.204  -0.7018
C: -4.997 5.481 -1.558  -0.4872
C: -4.461 4.269 -2.012  -0.4863
C: -4.018 3.384 -1.062  0.0823
H: -4.699 5.098 1.814  0.5106
H: -5.494 6.722 0.112  0.4305
H: -5.355 6.204 -2.280  0.4315
H: -4.403 4.037 -3.067  0.5058
C: -1.569 -0.575 5.419  -0.8027
N: -1.730 0.847 5.283  0.1995
C: -2.923 1.292 6.020  -0.8606
N: -4.132 0.603 5.564  0.2028
C: -3.999 -0.816 5.707  -0.8054
N: -2.806 -1.259 4.886  0.3369
C: -2.943 -1.408 3.576  -0.8253
P: -3.228 0.749 2.951  1.9528
C: -1.723 1.295 3.899  -0.9971
C: -4.564 1.016 4.241  -1.0054
H: -1.478 -0.822 6.472  0.2787
H: -0.704 -0.948 4.875  0.3788
H: -3.047 2.365 5.894  0.4031
H: -2.776 1.079 7.078  0.3103
H: -4.879 -1.355 5.363  0.3953
H: -3.799 -1.057 6.748  0.2968
H: -3.852 -1.892 3.224  0.4806
H: -2.059 -1.708 3.016  0.5640
H: -1.710 2.383 3.859  0.5282
H: -0.827 0.923 3.397  0.3819
H: -5.467 0.474 3.958  0.3528
H: -4.780 2.081 4.230  0.4270

energy relative to the best compared isomer or geometry (same formula, charge and spin): 0.00 kJ/mol
LUMO level (spin up / spin down): -9.37 / -9.37 eV
gap between HOMO and LUMO (spin up / spin down): 6.03 / 6.03 eV
maximum force: 3.07 eV Å⁻¹
net charge: +3
highest occupied orbital energy (spin up / spin down): -15.4 / -15.4 eV
total energy: -67791.5275 eV

3.
A molecular structure, C30H34HgN7O2S. Source: OMol25; level of theory: ωB97M-V/def2-TZVPD.

Each line ends with the Löwdin spin population.
Positions of all 75 atoms, in Å:
Hg: -0.584 -0.507 0.428  -0.0005
C: -0.681 -1.773 4.973  0.0001
C: -0.427 -1.257 3.586  0.0006
N: -1.293 -1.198 2.666  0.0014
C: -2.674 -1.587 2.755  0.0001
C: -3.196 -2.024 1.374  0.0000
N: -2.856 -1.127 0.256  -0.0001
C: -3.502 0.191 0.209  -0.0001
C: -3.008 0.991 -0.999  0.0000
N: -1.557 1.142 -0.982  -0.0004
C: -0.960 1.723 -2.197  0.0000
C: 0.530 1.340 -2.385  0.0003
N: 1.103 1.131 -1.088  0.0047
C: 2.322 1.135 -0.749  0.0053
C: 3.510 1.450 -1.612  0.0020
C: 2.496 0.707 0.673  0.0300
C: 3.554 1.253 1.663  0.0321
C: 2.897 0.727 3.738  0.0167
C: 1.806 -0.216 4.172  0.0029
C: 0.925 -0.673 3.281  0.0020
N: 1.130 -0.284 1.946  0.0063
H: -1.123 -0.982 5.584  0.0000
H: 0.241 -2.096 5.449  0.0000
H: -1.372 -2.614 4.959  0.0000
H: -3.252 -0.735 3.130  0.0000
H: -2.854 -2.420 3.440  0.0000
H: -4.281 -2.160 1.448  0.0000
H: -2.740 -2.984 1.131  0.0000
H: -3.016 -1.624 -0.613  0.0000
H: -3.244 0.726 1.128  -0.0001
H: -4.594 0.113 0.166  0.0000
H: -3.538 1.951 -1.027  0.0000
H: -3.276 0.453 -1.915  0.0000
H: -1.231 1.687 -0.177  -0.0006
H: -1.042 2.813 -2.152  0.0002
H: -1.541 1.394 -3.062  0.0000
H: 1.019 2.124 -2.976  0.0003
H: 0.606 0.412 -2.959  0.0001
H: 3.266 1.392 -2.671  0.0000
H: 4.317 0.748 -1.395  0.0005
H: 3.883 2.454 -1.395  0.0004
H: 4.300 1.932 1.253  0.0007
H: 3.308 1.224 4.617  0.0011
H: 1.665 -0.398 5.232  0.0003
O: 0.040 -3.364 0.711  0.0000
S: 1.133 -3.009 -0.194  0.0000
O: 2.276 -3.894 -0.142  0.0000
N: 1.471 -1.458 -0.172  0.0003
C: 2.159 -0.823 0.951  0.0026
C: 3.254 -1.665 1.530  0.0036
C: 4.134 -1.156 2.379  0.0019
C: 4.057 0.273 2.761  0.0013
C: 2.434 1.762 2.645  0.0460
C: 2.205 3.169 3.012  0.2770
C: 1.045 3.794 2.599  0.0873
C: 0.055 3.099 1.898  0.2381
N: 0.136 1.809 1.506  0.1742
C: 1.364 1.157 1.718  0.0263
C: 0.467 -3.177 -1.841  0.0000
C: 0.566 -4.441 -2.408  0.0000
C: -0.013 -4.687 -3.645  0.0000
C: -0.677 -3.676 -4.322  0.0000
C: -0.755 -2.407 -3.762  0.0000
C: -0.186 -2.156 -2.521  0.0000
H: 3.310 -2.701 1.227  0.0001
H: 4.916 -1.784 2.791  -0.0001
H: 5.007 0.617 3.169  0.0003
H: 2.966 3.688 3.583  0.0183
H: 0.861 4.832 2.848  -0.0012
H: -0.879 3.607 1.675  0.0169
H: 1.104 -5.215 -1.878  0.0000
H: 0.065 -5.673 -4.086  0.0000
H: -1.118 -3.869 -5.291  0.0000
H: -1.243 -1.605 -4.302  0.0000
H: -0.210 -1.157 -2.113  0.0000

LUMO level (spin up / spin down): 0.39 / 0.39 eV
gap between HOMO and LUMO (spin up / spin down): 5.05 / 7.41 eV
maximum force: 0.50 eV Å⁻¹
spin multiplicity: 2
highest occupied orbital energy (spin up / spin down): -4.7 / -7.0 eV
total energy: -61191.4904 eV

> The lowest total energy belongs to which entry?

C30H34FN7O5PPd